Entry w
Entry from OMol25: a gas-phase ion, C7H11N4S (charge +1) (ωB97M-V/def2-TZVPD).

## Properties
orbital gap (spin up / spin down)	6.3 / 6.3	eV
multiplicity	1
total charge	+1

CARTESIAN COORDINATES (ANGSTROEM)
C: -3.787 -1.169 -0.253
C: -4.047 -0.017 0.486
C: -1.633 -0.387 -0.397
C: 2.208 -0.783 0.340
C: 2.079 0.220 -0.747
C: 0.546 0.697 -0.807
C: 0.310 1.877 0.108
N: -2.538 -1.285 -0.624
N: -0.408 -0.328 -0.605
N: 1.166 -1.413 0.753
N: 3.453 -0.855 0.790
S: -2.762 0.987 0.717
H: -4.533 -1.888 -0.778
H: -4.918 0.152 1.132
H: 2.560 1.088 -0.503
H: 2.479 -0.131 -1.676
H: 0.304 0.961 -1.828
H: 0.850 2.841 -0.274
H: 0.589 1.545 1.150
H: -0.782 2.298 -0.011
H: 1.108 -2.024 1.554
H: 4.170 -0.714 0.150
H: 3.586 -1.674 1.323

Here are the Mulliken charges for atoms 1 to 2, given in e:
1 C -0.191
2 C -0.040


Entry x
Entry from OMol25: a gas-phase ion, C7H11N4S (charge +1) (ωB97M-V/def2-TZVPD).

## Properties
orbital gap	8.4	eV
multiplicity	1
total charge	+1
structure (SMILES)	S=CN/C=C\NCc1[nH]cc[nH+]1

CARTESIAN COORDINATES (ANGSTROEM)
S: 1.249 2.644 0.138
C: 1.888 1.135 -0.494
N: 2.970 0.547 -0.005
C: 3.087 -0.798 -0.245
C: 1.899 -1.479 -0.078
N: 0.829 -0.773 0.330
C: -0.478 -1.394 0.396
C: -1.439 -0.324 0.063
N: -1.249 0.946 0.111
C: -2.484 1.609 0.044
C: -3.427 0.628 -0.201
N: -2.754 -0.566 -0.204
H: 1.351 0.813 -1.324
H: 3.409 1.018 0.683
H: 4.026 -1.183 -0.348
H: 1.718 -2.485 -0.123
H: 1.073 -0.051 0.948
H: -0.816 -1.796 1.383
H: -0.391 -2.090 -0.423
H: -0.384 1.520 0.336
H: -2.438 2.723 -0.014
H: -4.441 0.745 -0.492
H: -3.199 -1.388 -0.481

Here are the Mulliken charges for atoms 1 to 2, given in e:
1 S -0.370
2 C -0.344


Which one is most stable, and which one is least stable? entry x is the most stable of them, while entry w is the least stable.


Entry w
Entry from OMol25: 2 unconnected molecules or ions with the total composition CH4NOP (ωB97M-V/def2-TZVPD).

## Properties
orbital gap	10.2	eV
multiplicity	1
structure (SMILES)	C#[N+][O-].P

CARTESIAN COORDINATES (ANGSTROEM)
C: 1.241 -0.885 -0.286
N: 0.951 -0.344 -1.269
O: 0.826 0.027 -2.380
H: 1.753 -1.294 0.549
P: -1.196 0.033 0.593
H: -0.153 0.786 1.176
H: -1.683 1.100 -0.217
H: -1.740 0.578 1.835

Here are the Mulliken charges for atoms 1 to 2, given in e:
1 C -0.174
2 N 0.390


Entry x
Entry from OMol25: 2 unconnected molecules or ions with the total composition CH4NOP (ωB97M-V/def2-TZVPD).

## Properties
orbital gap (spin up / spin down)	6.9 / 8.5	eV
multiplicity	1

CARTESIAN COORDINATES (ANGSTROEM)
C: -1.768 0.101 -0.749
N: -0.717 0.484 -0.117
O: -0.100 -0.158 0.820
P: 1.750 1.068 1.720
H: -2.169 0.860 -1.388
H: -2.184 -0.804 -0.462
H: 2.398 0.203 0.890
H: 1.765 0.137 2.713

Here are the Mulliken charges for atoms 1 to 2, given in e:
1 C -0.397
2 N -0.034


Which one is most stable, and which one is least stable? entry w is the most stable of them, while entry x is the least stable.


Entry w
Entry from OMol25: 2 unconnected molecules or ions with the total composition CH6N4S (ωB97M-V/def2-TZVPD).

## Properties
orbital gap (spin up / spin down)	8.4 / 8.4	eV
multiplicity	1

CARTESIAN COORDINATES (ANGSTROEM)
C: -0.025 -0.054 0.112
N: 1.818 1.372 -0.116
N: -0.502 -0.181 -1.198
N: -0.558 0.973 0.860
N: 1.544 0.181 -0.002
S: 2.434 -1.204 0.216
H: -0.116 -1.335 0.922
H: 2.700 1.600 -0.509
H: -0.136 -0.984 -1.602
H: -1.519 -0.572 -1.106
H: -0.166 1.048 1.804
H: -0.613 1.903 0.458

Here are the Mulliken charges for atoms 1 to 2, given in e:
1 C 0.158
2 N -0.761


Entry x
Entry from OMol25: a single CH6N4S molecule (ωB97M-V/def2-TZVPD).

## Properties
orbital gap	8.7	eV
multiplicity	1
structure (SMILES)	NNC(=S)NN

CARTESIAN COORDINATES (ANGSTROEM)
N: -1.606 -1.492 0.229
N: -0.372 -1.108 -0.324
C: 0.341 0.019 0.005
S: 2.041 -0.021 0.013
N: -0.305 1.131 0.244
N: -1.575 1.488 -0.198
H: -2.372 -1.087 -0.254
H: -1.623 -1.184 1.225
H: 0.171 -1.900 -0.594
H: 0.281 1.915 0.402
H: -1.804 1.108 -1.132
H: -2.345 1.244 0.444

Here are the Mulliken charges for atoms 1 to 2, given in e:
1 N -0.619
2 N -0.061


Which one is most stable, and which one is least stable? entry x is the most stable of them, while entry w is the least stable.


Entry w
Entry from OMol25: a molecular structure, H4INP2 (ωB97M-V/def2-TZVPD).

## Properties
orbital gap (spin up / spin down)	6.6 / 6.6	eV
multiplicity	1

CARTESIAN COORDINATES (ANGSTROEM)
N: 1.034 1.767 0.201
P: 0.818 -1.385 -0.062
P: 0.057 0.563 -0.224
I: -3.055 -0.125 0.064
H: 1.356 1.720 1.188
H: 0.169 -1.211 1.102
H: -0.244 -2.083 -0.684
H: -0.136 0.754 -1.585

Here are the Mulliken charges for atoms 1 to 2, given in e:
1 N -0.525
2 P -0.033


Entry x
Entry from OMol25: a molecular structure, H4INP2 (ωB97M-V/def2-TZVPD).

## Properties
orbital gap (spin up / spin down)	7.5 / 7.0	eV
multiplicity	1

CARTESIAN COORDINATES (ANGSTROEM)
N: -2.484 -1.595 -0.100
P: -0.176 0.974 0.192
P: 0.662 -0.924 0.504
I: -3.242 0.201 -0.291
H: -2.305 -1.975 -1.030
H: -0.374 1.303 1.529
H: 1.015 1.689 0.086
H: 1.127 -0.993 -0.821

Here are the Mulliken charges for atoms 1 to 2, given in e:
1 N -0.509
2 P -0.187


Which one is most stable, and which one is least stable? entry w is the most stable of them, while entry x is the least stable.


Entry w
Entry from OMol25: a single C27H31N3O5 molecule (ωB97M-V/def2-TZVPD).

## Properties
orbital gap	7.7	eV
multiplicity	1
structure (SMILES)	CCCCOc1ccc(/C=C/C(=O)NC2=Nc3ccccc3NC(C)=C2C(=O)OCC)cc1OC

CARTESIAN COORDINATES (ANGSTROEM)
C: -0.437 -2.506 7.644
C: 0.970 -3.048 7.420
C: 1.479 -2.829 5.996
C: 1.759 -1.357 5.685
O: 2.338 -1.181 4.409
C: 1.569 -1.294 3.297
C: 0.186 -1.409 3.269
C: -0.496 -1.475 2.065
C: 0.191 -1.464 0.857
C: -0.528 -1.493 -0.399
C: -0.016 -1.864 -1.579
C: -0.784 -1.811 -2.830
O: -0.767 -2.692 -3.667
N: -1.601 -0.712 -3.008
C: -1.554 0.568 -2.488
N: -2.611 1.247 -2.698
C: -2.881 2.510 -2.219
C: -3.757 3.298 -2.963
C: -4.208 4.515 -2.488
C: -3.811 4.955 -1.239
C: -2.932 4.189 -0.490
C: -2.450 2.981 -0.969
N: -1.530 2.261 -0.171
C: -0.355 1.739 -0.661
C: 0.829 2.017 0.210
C: -0.308 1.005 -1.807
C: 0.957 0.578 -2.427
O: 2.041 0.486 -1.888
O: 0.779 0.319 -3.730
C: 1.902 -0.169 -4.463
C: 1.393 -0.946 -5.663
C: 1.586 -1.350 0.879
C: 2.276 -1.245 2.069
O: 3.621 -1.083 2.174
C: 4.373 -1.003 0.985
H: -1.130 -2.937 6.924
H: -0.783 -2.762 8.643
H: -0.463 -1.424 7.547
H: 0.969 -4.121 7.622
H: 1.659 -2.579 8.126
H: 0.752 -3.223 5.282
H: 2.411 -3.380 5.853
H: 0.853 -0.748 5.786
H: 2.511 -0.972 6.379
H: -0.379 -1.436 4.186
H: -1.573 -1.553 2.070
H: -1.563 -1.172 -0.352
H: 0.962 -2.314 -1.654
H: -2.309 -0.824 -3.725
H: -4.077 2.925 -3.923
H: -4.884 5.109 -3.084
H: -4.178 5.889 -0.842
H: -2.615 4.534 0.486
H: -1.421 2.688 0.742
H: 0.895 3.084 0.422
H: 1.745 1.681 -0.262
H: 0.714 1.483 1.153
H: 2.507 -0.800 -3.803
H: 2.513 0.688 -4.772
H: 2.235 -1.331 -6.231
H: 0.797 -0.299 -6.301
H: 0.774 -1.778 -5.335
H: 2.111 -1.285 -0.058
H: 5.398 -0.817 1.301
H: 4.033 -0.185 0.344
H: 4.332 -1.942 0.423

Here are the Mulliken charges for atoms 1 to 2, given in e:
1 C -1.110
2 C -0.541


Entry x
Entry from OMol25: a single C27H31N3O5 molecule (ωB97M-V/def2-TZVPD).

## Properties
orbital gap	8.1	eV
multiplicity	1
structure (SMILES)	O=C(NC1CCCC1)[C@@H](c1ccc(N2CCOCC2)cc1)N(Cc1ccco1)C(=O)c1ccco1

CARTESIAN COORDINATES (ANGSTROEM)
O: -0.557 -2.195 1.464
C: -0.925 -1.081 1.785
N: -1.713 -0.806 2.839
C: -2.304 -1.805 3.710
C: -1.283 -2.722 4.389
C: -2.157 -3.860 4.899
C: -3.132 -4.119 3.744
C: -3.255 -2.782 2.991
C: -0.607 0.195 0.978
C: 0.715 0.267 0.259
C: 1.157 1.520 -0.151
C: 2.315 1.672 -0.884
C: 3.091 0.564 -1.240
N: 4.204 0.657 -2.063
C: 5.405 -0.093 -1.750
C: 6.342 0.756 -0.878
O: 6.673 1.974 -1.507
C: 5.514 2.724 -1.805
C: 4.564 1.910 -2.693
C: 2.651 -0.691 -0.804
C: 1.490 -0.836 -0.075
N: -1.717 0.344 0.023
C: -1.587 -0.378 -1.224
C: -0.835 0.408 -2.254
C: -0.941 1.702 -2.672
C: 0.074 1.888 -3.642
C: 0.716 0.694 -3.742
O: 0.172 -0.206 -2.907
C: -2.790 1.055 0.434
O: -2.861 1.490 1.584
C: -3.898 1.339 -0.486
C: -5.074 1.964 -0.143
C: -5.828 2.075 -1.328
C: -5.063 1.517 -2.308
O: -3.902 1.070 -1.814
H: -2.112 0.125 2.875
H: -2.854 -1.253 4.478
H: -0.582 -3.087 3.641
H: -0.732 -2.214 5.180
H: -2.702 -3.537 5.788
H: -1.580 -4.747 5.157
H: -4.097 -4.470 4.107
H: -2.726 -4.882 3.082
H: -2.928 -2.897 1.959
H: -4.276 -2.403 2.984
H: -0.677 1.054 1.656
H: 0.578 2.397 0.103
H: 2.607 2.669 -1.174
H: 5.163 -1.015 -1.227
H: 5.911 -0.338 -2.691
H: 7.287 0.239 -0.703
H: 5.851 0.954 0.088
H: 5.858 3.624 -2.317
H: 5.004 3.006 -0.871
H: 3.669 2.478 -2.945
H: 5.089 1.664 -3.624
H: 3.204 -1.578 -1.071
H: 1.179 -1.822 0.229
H: -2.578 -0.651 -1.594
H: -1.030 -1.299 -1.025
H: -1.644 2.433 -2.330
H: 0.287 2.785 -4.186
H: 1.542 0.369 -4.343
H: -5.340 2.294 0.840
H: -6.800 2.509 -1.437
H: -5.228 1.382 -3.359

Here are the Mulliken charges for atoms 1 to 2, given in e:
1 O -0.673
2 C -0.462


Which one is most stable, and which one is least stable? entry w is the most stable of them, while entry x is the least stable.


Entry w
Entry from OMol25: a molecular structure, C2H5OPS (ωB97M-V/def2-TZVPD).

## Properties
orbital gap	9.1	eV
multiplicity	1

CARTESIAN COORDINATES (ANGSTROEM)
C: -0.549 1.206 -0.254
C: -0.505 -1.324 0.101
O: 1.814 0.230 0.366
P: 0.692 -0.203 -0.727
S: -1.832 0.012 0.108
H: -0.315 1.682 0.659
H: -0.796 1.916 -1.062
H: -0.941 -2.011 -0.550
H: -0.279 -1.788 1.045
H: 2.712 0.278 0.313

Here are the Mulliken charges for atoms 1 to 2, given in e:
1 C -0.565
2 C -0.560


Entry x
Entry from OMol25: a single C2H5OPS molecule (ωB97M-V/def2-TZVPD).

## Properties
orbital gap	8.5	eV
multiplicity	1
structure (SMILES)	O/C=P/CS

CARTESIAN COORDINATES (ANGSTROEM)
O: -2.333 0.899 0.286
C: -1.159 0.560 -0.255
P: -0.574 -0.930 0.284
C: 1.143 -0.744 -0.401
S: 2.124 0.635 0.388
H: -2.699 0.022 0.549
H: -0.574 1.477 -0.577
H: 1.692 -1.705 -0.438
H: 0.682 -0.418 -1.423
H: 1.697 0.204 1.586

Here are the Mulliken charges for atoms 1 to 2, given in e:
1 O -0.403
2 C 0.038


Which one is most stable, and which one is least stable? entry w is the most stable of them, while entry x is the least stable.